DFT (ωB97M-V/def2-TZVPD) results for a 13-piece molecular cluster, H26O13 overall at a distorted geometry.

Each line ends with the Löwdin charge.
Geometry (Å):
H 0.0592 -0.9841 -0.1130  0.003
H -0.6905 0.3540 -0.2345  0.011
H 0.9914 4.8666 -1.8431  0.057
H 1.6768 3.5204 -1.6065  0.000
H 3.7399 -2.6474 -1.2519  -0.043
H 4.8359 -2.2438 -0.4147  0.055
H -2.1512 -4.5700 -1.0490  0.076
H -2.3500 -3.1214 -0.9960  -0.074
H -1.8846 2.1361 2.3467  0.003
H -1.3420 0.7757 2.5054  0.030
H -0.6493 -3.4352 1.1645  0.080
H 0.4953 -2.6397 1.9371  -0.008
H -1.5870 2.7809 -0.4126  0.020
H -0.8906 4.0851 -0.1707  0.022
H -0.9945 -0.7171 -2.4617  0.009
H -2.1070 0.0411 -3.0698  0.100
H 1.9935 -0.8717 -3.3413  0.015
H 1.5228 -1.2082 -2.0637  0.029
H 3.5886 -1.7374 1.9577  0.043
H 2.1671 -1.8993 2.3343  -0.030
H -3.5275 1.0240 1.5183  -0.004
H -4.7090 1.8279 1.9878  0.062
H 4.2020 2.5289 1.0087  0.038
H 2.8589 2.8373 1.6787  0.019
H -3.9082 -0.5206 0.2507  0.012
H -2.4208 -0.8200 0.3882  0.025
O 0.1870 -0.0475 -0.1882  -0.030
O 1.4387 4.3018 -1.1820  -0.046
O 4.4142 -2.0609 -1.2818  -0.014
O -2.3101 -3.7690 -1.6265  -0.034
O -1.0596 1.6945 2.4840  -0.018
O -0.1718 -3.3177 2.0726  -0.071
O -1.0830 3.4703 -0.8685  -0.053
O -1.1895 0.2163 -2.6305  -0.095
O 1.9446 -0.4393 -2.5109  -0.044
O 2.9916 -1.7082 2.7250  -0.017
O -4.4606 1.1498 1.3493  -0.032
O 3.6016 2.2407 1.7125  -0.058
O -3.2223 -1.0929 -0.1048  -0.038

Output
- Calculated total energy: -27037.02886 eV
- Relative energy (zero: lowest compared OMol25 entry of this formula, charge and spin): 113.4 kcal/mol
- LUMO level: -0.74 eV
- Charge: 0
- Frontier orbital gap: 9.94 eV
- HOMO: -10.684 eV


DFT (ωB97M-V/def2-TZVPD) results for a 4-piece molecular cluster, C34H66FN6O3PS overall at a distorted geometry.

Each line ends with the Löwdin charge.
Geometry (Å):
C -3.3553 3.3567 3.8463  -0.008
C -3.0672 4.3338 2.5851  -0.394
O -2.6456 5.5176 2.6997  0.032
N -3.3464 3.7232 1.2381  -0.164
C -4.5163 4.5234 0.7265  -0.104
C -2.1312 3.9223 0.3845  -0.195
C -1.9272 2.6527 -0.6172  -0.160
C -1.2800 1.3806 0.1276  -0.157
C 0.2104 1.0073 -0.4246  -0.130
N 1.0575 2.2127 -0.6576  -0.006
C 1.4339 2.5467 -2.0285  -0.294
O 0.9272 2.1452 -3.1034  0.063
C 2.6385 3.5652 -1.7996  0.037
C 3.5570 4.3336 -2.7787  -0.057
C 3.3500 4.2033 -4.3594  -0.226
N 4.6721 4.3570 -5.0400  -0.030
C 4.6592 5.2609 -2.1348  0.001
C 4.8737 5.3917 -0.6006  -0.293
P 6.2305 6.5269 0.0638  0.341
S 7.4673 7.0864 -1.3586  0.069
C 3.9417 4.6068 0.4065  -0.089
F 4.0826 4.6797 1.8193  -0.001
C 2.8384 3.7271 -0.2469  0.055
C 1.7220 2.8303 0.4858  -0.281
O 1.4973 2.7562 1.7161  0.081
H -4.3758 2.8520 3.6554  0.084
H -2.5618 2.5337 3.8756  0.083
H -3.3563 3.9996 4.7991  0.089
H -4.8545 4.1859 -0.3154  0.095
H -5.4115 4.3031 1.4299  0.100
H -4.3306 5.6664 0.7765  0.102
H -1.2035 3.9637 1.0754  0.125
H -2.2039 4.9042 -0.2171  0.128
H -1.3518 3.0011 -1.5409  0.101
H -2.9760 2.3262 -0.9893  0.113
H -1.2940 1.5181 1.2611  0.105
H -1.9157 0.4402 -0.1094  0.108
H 0.1519 0.2891 -1.3147  0.133
H 0.7142 0.4213 0.4375  0.130
H 2.5464 4.9174 -4.7712  0.130
H 2.9990 3.1197 -4.5565  0.102
H 4.5118 4.3798 -6.0652  0.078
H 5.1110 5.2642 -4.8286  0.052
H 5.3542 5.8723 -2.8207  0.062
H 6.8922 5.9560 1.2029  -0.010
H 5.5499 7.7252 0.5190  -0.009
C 4.4503 -3.1563 -2.1469  -0.085
C 3.7502 -2.0405 -2.9121  -0.270
N 4.6648 -1.0436 -3.4568  -0.189
C 3.9927 0.1722 -3.9054  -0.248
C 3.0114 0.0498 -5.0691  -0.084
C 5.7156 -1.5414 -4.3390  -0.247
C 5.2931 -2.3409 -5.5703  -0.088
H 5.1081 -2.7521 -1.3720  0.083
H 3.7075 -3.7921 -1.6564  0.055
H 5.0421 -3.7954 -2.8070  0.067
H 3.0713 -1.5474 -2.2071  0.113
H 3.1205 -2.4844 -3.6940  0.100
H 4.7426 0.9316 -4.1554  0.113
H 3.4481 0.5910 -3.0503  0.095
H 3.5258 -0.0996 -6.0199  0.058
H 2.4373 0.9773 -5.1630  0.050
H 2.2927 -0.7604 -4.9262  0.072
H 6.3884 -2.1701 -3.7450  0.102
H 6.3463 -0.7058 -4.6610  0.116
H 4.5637 -3.1197 -5.3342  0.067
H 6.1680 -2.8384 -5.9998  0.073
H 4.8787 -1.7009 -6.3495  0.053
C 0.6398 -6.8208 3.0582  -0.093
C -0.0623 -5.7046 2.2947  -0.273
N 0.8536 -4.7079 1.7505  -0.191
C 0.1860 -3.4891 1.3012  -0.252
C -0.7948 -3.6077 0.1363  -0.087
C 1.9031 -5.2083 0.8677  -0.248
C 1.4777 -6.0058 -0.3637  -0.089
H 1.2982 -6.4161 3.8322  0.080
H -0.1010 -7.4580 3.5493  0.072
H 1.2314 -7.4588 2.3967  0.064
H -0.7405 -5.2121 3.0003  0.117
H -0.6927 -6.1477 1.5130  0.099
H 0.9395 -2.7332 1.0517  0.107
H -0.3575 -3.0678 2.1554  0.104
H -0.2799 -3.7599 -0.8137  0.055
H -1.3652 -2.6777 0.0407  0.060
H -1.5168 -4.4149 0.2790  0.069
H 2.5745 -5.8390 1.4609  0.104
H 2.5364 -4.3745 0.5454  0.104
H 0.7462 -6.7826 -0.1277  0.067
H 2.3509 -6.5055 -0.7940  0.073
H 1.0649 -5.3635 -1.1421  0.052
C -4.0582 -1.2783 2.5242  -0.089
C -4.9452 -1.4760 3.7471  -0.270
N -6.0384 -0.5135 3.8327  -0.195
C -6.6916 -0.4906 5.1389  -0.256
C -7.4197 -1.7558 5.5876  -0.091
C -6.9359 -0.4513 2.6831  -0.251
C -7.6340 -1.7402 2.2531  -0.087
H -3.6926 -0.2489 2.4641  0.070
H -3.1884 -1.9388 2.5851  0.065
H -4.5837 -1.5159 1.5956  0.066
H -4.3048 -1.3615 4.6286  0.118
H -5.3118 -2.5104 3.7596  0.099
H -7.3910 0.3520 5.1805  0.111
H -5.9303 -0.2567 5.8925  0.108
H -8.3547 -1.9001 5.0441  0.055
H -7.6806 -1.6725 6.6475  0.072
H -6.8056 -2.6524 5.4767  0.068
H -6.3650 -0.0765 1.8261  0.101
H -7.6949 0.3196 2.8555  0.114
H -6.9451 -2.5853 2.1802  0.068
H -8.0791 -1.6011 1.2632  0.073
H -8.4451 -2.0099 2.9296  0.054

Output
- Calculated total energy: -74245.97041 eV
- LUMO level: -1.56 eV
- Charge: 0
- Frontier orbital gap: 6.56 eV
- HOMO: -8.121 eV


DFT (ωB97M-V/def2-TZVPD) results for C11H16BrClILuNO2P as an isolated structure at a distorted geometry.

Each line ends with the Löwdin charge.
Geometry (Å):
C -3.8038 2.0923 -4.0539  0.076
C -3.9470 0.7011 -3.7016  0.065
H -4.4755 2.3758 -4.8891  0.154
H -2.7672 2.2297 -4.3978  0.142
H -4.0051 2.7140 -3.1521  0.143
O -4.1394 -0.3400 -3.2051  0.339
I -3.4481 1.5640 0.3834  0.089
Lu -0.7776 0.9571 0.2674  0.624
P 0.8131 -1.0784 -0.9048  0.700
C 0.9757 -2.8852 -0.6680  -0.251
C 0.5202 -0.8846 -2.7037  -0.264
H 2.6330 0.5142 -0.7906  0.036
H 3.2054 -1.0249 -1.5029  0.067
H 2.9419 -0.8908 0.2622  0.044
C 2.5738 -0.5786 -0.7231  -0.247
H 0.3044 0.1770 -2.8979  0.026
H 1.3903 -1.1852 -3.3028  0.066
H 1.6868 -3.3482 -1.3684  0.075
H 0.0096 -3.3904 -0.7904  0.045
H -0.3418 -1.4891 -3.0126  0.047
H 1.3208 -3.1052 0.3506  0.054
C -1.5001 -1.3892 0.6471  -0.196
O -1.9505 -2.4127 0.9317  0.139
Cl 0.3060 2.8660 -0.7813  -0.186
Br 3.1045 -1.6592 3.9142  0.849
C 1.8353 -0.2931 3.7317  -0.665
C 1.8870 0.8624 4.5023  -0.051
C 0.9818 1.8792 4.2429  -0.008
C 0.0973 1.7829 3.1714  -0.098
N 0.1030 0.6901 2.3557  -0.126
C 0.8346 -0.4073 2.7705  -0.160
H 2.6210 0.9548 5.2840  0.126
H 0.9809 2.7725 4.8689  0.135
H -0.6194 2.5756 2.9181  0.125
H 0.6491 -1.3469 2.2440  0.087

Output
- Calculated total energy: -150813.96263 eV
- LUMO level: -8.15 eV
- Charge: +2
- Frontier orbital gap: 6.92 eV
- HOMO: -15.072 eV


Look up the charge of the third one. +2